No. 1
ORCA calculation (the ωB97M-V functional and the def2-TZVPD basis) on a molecular structure, C19H30N3OPSiW at a distorted geometry.

Summary:
charge = +2
E_tot = -1678.7346 a.u.
highest occupied orbital energy (spin up / spin down) = -14.82 / -14.77 eV
orbital gap (spin up / spin down) = 5.85 / 6.09 eV

Structure (XYZ):
```
56
Properties=species:S:1:pos:R:3:forces:R:3
W 0.18191 -0.24955 0.19828 -0.0349 0.3510 -4.1218
Si -1.99545 0.52448 1.11057 -2.8472 0.0167 2.0307
P -1.06735 -2.28082 -0.52063 -1.5982 -1.4316 -1.0128
N -0.03842 0.44225 -1.46487 0.0308 -0.7433 2.8687
H -0.44937 0.31395 1.71993 0.6403 0.5900 -0.2446
C -0.31769 -3.69778 -1.38948 0.7057 0.1289 0.1262
H -1.12887 -4.38486 -1.66305 0.2000 0.2158 0.1206
H 0.38660 -4.19423 -0.71958 0.0038 -0.0742 -0.1929
H 0.19611 -3.37192 -2.30385 -0.0853 -0.0989 0.2629
C -2.09202 -3.14101 0.71519 0.1689 0.0622 0.3474
H -2.55865 -3.99485 0.20304 0.1214 0.2416 0.2162
H -2.87745 -2.48797 1.11186 0.1644 -0.1124 -0.0686
H -1.45551 -3.50085 1.52756 -0.1674 -0.0624 -0.0402
C -2.35504 -1.90954 -1.77937 0.0163 0.2803 0.0154
H -2.88457 -2.85752 -1.97926 0.2158 0.4261 0.0731
H -1.89673 -1.54875 -2.70942 -0.1177 -0.0899 0.2265
H -3.07353 -1.16771 -1.41602 0.1370 -0.1480 -0.1314
C -2.38997 0.27031 3.02276 0.3667 0.0207 -0.6725
H -1.58161 0.68396 3.65392 -0.4492 -0.1267 -0.1258
H -2.51732 -0.79880 3.26989 -0.0374 0.4701 -0.0665
H -3.33138 0.81667 3.22524 0.4709 -0.3423 -0.0663
H -2.11869 2.00451 1.00910 0.6078 -0.1452 -0.4012
H -3.21466 -0.07184 0.52022 0.2591 -0.0837 -0.4711
C -0.34509 1.01647 -2.68225 -0.2780 0.2510 -1.1185
C 0.15207 1.40088 -5.05802 -0.3395 0.1086 0.3766
C 0.54415 0.94406 -3.79300 -0.0465 -0.1331 0.0421
C -1.62804 1.58261 -2.90224 0.2335 -0.4282 0.2918
C -2.01815 2.01195 -4.17155 -0.0500 -0.0128 0.6023
C -1.13583 1.92972 -5.25322 0.1035 -0.0621 0.5038
H 0.81779 1.35572 -5.91806 0.0286 -0.1260 0.3688
H 1.51980 0.47752 -3.65080 -0.1845 0.1710 -0.1096
H -2.28313 1.58816 -2.02932 -0.1263 0.2386 -0.4267
H -3.02617 2.41307 -4.30541 0.3933 -0.1235 0.0204
H -1.47528 2.28965 -6.22717 0.2967 -0.2140 0.2613
C 1.50863 -2.18774 2.22262 -1.0484 0.0063 -1.4329
O 1.23665 -3.11388 1.45141 0.4784 1.5104 0.6916
C 2.67741 -1.23317 1.99606 1.1850 -0.2614 0.6030
H 3.03653 -0.96871 2.99543 0.0249 0.0858 -0.0679
H 2.56799 -0.24426 1.52118 -0.5793 -0.5845 0.0699
H 3.53533 -1.70159 1.50476 -0.3863 -0.2423 -0.1937
C 0.69051 -1.93832 3.45743 0.0432 -0.1338 1.4779
H 0.37485 -2.91538 3.81837 0.0345 -0.1368 0.1291
H -0.24906 -1.33821 3.53329 0.7041 -0.1373 -1.0270
H 1.35686 -1.48422 4.20649 -0.3210 -0.2247 -0.0523
N 4.87011 5.31180 1.99527 -1.8131 -1.6493 -0.5352
C 4.04406 4.52792 1.73177 1.4858 1.4879 0.4573
C 3.08829 3.50546 1.37731 0.1772 0.2238 0.1901
C 3.27324 2.79549 0.19123 -0.0027 -0.2760 -0.6371
C 2.40304 1.77765 -0.12798 -0.8773 0.2139 1.2170
N 1.40366 1.42720 0.75238 0.5515 0.5458 -0.0140
C 1.17630 2.15099 1.89158 0.3051 -0.0558 -1.1900
C 1.99247 3.22005 2.19439 -0.3366 0.2383 0.5609
H 4.05163 3.03393 -0.52753 0.0308 0.1378 0.3281
H 2.42248 1.23769 -1.08075 0.1903 0.1879 0.5404
H 0.28024 1.89661 2.48738 0.8796 0.2247 -0.3514
H 1.71634 3.83273 3.05693 0.4718 -0.1752 -0.2480
```
Positions in Å, forces in eV/Å.

---

No. 2
ORCA calculation (the ωB97M-V functional and the def2-TZVPD basis) on a molecular structure, C19H30NO2P2Tb at a distorted geometry.

Summary:
spin multiplicity = 7
E_tot = -2454.1293 a.u.
energy relative to the best compared isomer or geometry (same formula, charge and spin) = 0.0 kcal/mol
highest occupied orbital energy (spin up / spin down) = -7.09 / -4.50 eV
orbital gap (spin up / spin down) = 7.44 / 3.73 eV

Structure (XYZ):
```
55
Properties=species:S:1:pos:R:3:forces:R:3
C 1.69308 3.92130 -2.02201 0.2126 -0.4035 -0.2020
C 1.25263 2.93204 -1.12865 0.0517 0.2056 -0.6403
N 0.72368 1.76825 -1.57990 0.8219 0.1288 -0.5185
C 0.80887 1.45596 -2.89393 0.0065 0.5866 -0.1368
C 1.31487 2.37296 -3.82759 -0.0699 0.1010 0.2205
C 1.72239 3.63862 -3.39380 -0.1176 -0.1906 0.2255
C 1.38918 3.16746 0.35882 -0.0971 0.1030 0.1776
P 1.63768 1.66292 1.44737 0.1476 1.0846 0.3080
Tb -0.58846 0.57122 0.17439 1.1885 -0.5132 -0.8155
P -0.88289 -0.80475 -2.31790 -0.3116 0.1058 -1.0172
C 0.33564 0.10517 -3.39493 -0.1027 0.1345 -0.3228
O -1.09680 4.54191 1.29030 -0.5327 0.2599 -0.0594
O -1.81177 1.89217 1.71029 -1.8960 -0.1663 1.2507
H 2.07700 4.86353 -1.62214 -0.1773 -0.3093 -0.2076
H 1.35614 2.07589 -4.88202 0.0186 0.2487 0.4641
H 2.07785 4.38642 -4.11390 -0.1435 -0.3481 0.3583
C 3.45887 1.69809 1.56439 -0.2100 -0.2295 0.0642
C 1.25295 2.49051 3.04074 0.0877 -0.1489 -0.0126
H -0.15171 0.26003 -4.37803 0.3400 -0.1048 0.3435
H 1.19236 -0.56516 -3.58028 -0.1340 0.3419 0.2156
H 0.53518 3.76960 0.75983 0.6696 -0.5423 -0.3086
H 2.31119 3.73328 0.53849 -0.2587 0.3007 -0.1891
C -0.61589 -2.48077 -3.01407 -0.0640 -0.3176 0.4009
C -2.40146 -0.38903 -3.27253 0.0199 -0.0869 0.2140
H -2.46741 1.62348 0.93020 0.3186 0.2264 -0.0163
H -2.26857 1.53459 2.51140 0.7096 0.3577 -0.7628
H -1.64379 3.78639 1.58427 0.2470 0.1738 -0.2941
H -1.41488 4.78224 0.40723 -0.0839 -0.1045 0.3602
H 0.84637 -0.86152 0.00741 0.3022 -0.1223 -0.4209
H -2.50282 1.01806 -0.40721 -1.1502 0.4897 -0.1116
H 3.75559 2.61667 2.09017 0.1270 -0.2890 -0.2282
H 3.74112 0.81194 2.13701 0.3278 0.1459 -0.0836
H 3.88115 1.65668 0.55853 0.1376 -0.0663 0.1588
H 1.93842 3.34182 3.16844 -0.3186 -0.1694 0.1837
H 0.20797 2.83211 3.04455 0.4004 -0.1577 0.1148
H 1.41849 1.73371 3.82145 -0.1216 0.4137 -0.0117
H -2.32212 -0.77200 -4.29892 -0.0827 0.2222 0.1649
H -3.24842 -0.86255 -2.76489 0.0171 0.2189 -0.1490
H -2.52483 0.69762 -3.25335 -0.1859 -0.1778 -0.0388
H -1.00431 -2.54945 -4.04284 0.2595 0.0137 0.3331
H 0.46083 -2.70040 -2.98994 -0.3831 -0.1938 0.0462
H -1.16758 -3.18903 -2.36876 0.3906 0.1369 -0.3818
C -0.68104 -1.29908 1.48966 -0.7600 -2.3843 1.6514
C -0.92880 -2.45828 1.86124 0.1889 1.8462 -0.5319
C -1.03618 -3.79581 2.29723 -0.1511 -1.0054 0.5047
C 0.15828 -4.42039 2.73006 -0.4802 -0.4305 -0.0991
C 0.14418 -5.75424 3.13060 -0.6134 -0.0424 0.2990
C -1.07258 -6.46309 3.18058 0.0817 0.2554 -0.3593
C -2.26504 -5.84854 2.73964 0.5490 -0.1647 0.5354
C -2.26646 -4.51174 2.33622 0.8323 -0.1971 0.0276
H 1.08330 -3.84230 2.76504 -0.3202 -0.1561 -0.1885
H 1.07321 -6.22983 3.45306 -0.3180 0.1096 -0.0510
H -1.08673 -7.49065 3.57188 -0.0277 0.5039 -0.3467
H -3.19247 -6.43088 2.77027 0.3013 0.3484 -0.0128
H -3.20545 -4.02314 2.07686 0.3566 -0.0410 -0.1043
```
Positions in Å, forces in eV/Å.

---

No. 3
ORCA calculation (the ωB97M-V functional and the def2-TZVPD basis) on a molecular structure, C19H30NO2P2Yb at a distorted geometry.

Summary:
spin multiplicity = 2
E_tot = -2788.4145 a.u.
highest occupied orbital energy (spin up / spin down) = -5.50 / -5.49 eV
orbital gap (spin up / spin down) = 5.65 / 5.64 eV

Structure (XYZ):
```
55
Properties=species:S:1:pos:R:3:forces:R:3
C 3.24878 -0.17687 -2.72478 0.0472 -0.5392 0.1041
C 2.42946 -0.35900 -1.63727 0.4251 -0.2052 -0.4977
N 1.25396 0.25219 -1.61699 -1.1807 -0.4186 1.4691
C 0.74504 0.90318 -2.65575 -0.1333 0.2962 -0.5263
C 1.51406 1.05090 -3.78132 0.0998 -0.0359 0.2281
C 2.77954 0.52814 -3.78641 -0.0804 0.3132 -0.6043
C 2.84378 -1.27598 -0.52729 -0.1526 -0.4683 0.3931
P 1.52171 -2.15082 0.41134 0.2047 -0.2637 1.1983
Yb 0.53981 0.31016 0.64492 -4.1543 1.2331 -0.5774
P -1.31132 1.70369 -0.94925 1.5605 3.6197 1.8442
C -0.62868 1.50798 -2.62515 -0.1296 -0.2056 0.2613
O 4.34287 0.29826 1.39718 0.6295 0.0915 0.0116
O 1.83181 0.67755 2.36213 0.8338 -0.5030 2.6094
H 4.17875 -0.67436 -2.79665 0.9032 -0.3467 0.1364
H 1.13781 1.58333 -4.61173 -0.3604 0.4369 -0.7935
H 3.37878 0.63979 -4.65269 0.5745 0.1215 -0.7040
C 1.41184 -3.74020 -0.42429 -0.4917 -0.2125 -0.1009
C 2.48123 -2.65642 1.91512 -0.4229 0.3479 -0.0574
H -0.53551 2.53906 -3.01430 -0.4278 -0.6883 -0.2378
H -1.39360 0.90120 -3.14401 0.7007 0.2490 -0.3636
H 3.47044 -0.75216 0.22260 0.0260 -0.4627 -0.5414
H 3.31748 -2.17223 -0.92723 0.8827 0.4761 -0.2879
C -3.09004 2.00384 -1.33644 0.1454 -1.5957 1.0022
C -0.96118 3.58393 -0.83932 0.1533 0.3007 -0.3141
H 1.54179 1.66659 2.02747 -0.4129 0.3654 -0.5706
H 1.33307 0.56345 3.20361 0.4412 -0.2066 -0.5566
H 3.59270 0.55137 1.95939 -0.0261 0.2981 0.0088
H 4.61535 1.05898 0.86902 -0.1544 0.0364 0.3548
H -1.25472 0.05974 -0.25775 -0.6006 -2.0807 -0.9224
H 0.87499 2.25500 1.22897 0.4563 0.5922 -0.1018
H 2.34626 -4.30355 -0.26314 -0.3472 0.1536 -0.3470
H 0.56966 -4.28013 0.05373 0.4174 0.1226 -0.5650
H 1.20744 -3.51741 -1.48744 0.0215 -0.5424 0.4282
H 3.32628 -3.28393 1.61765 -0.0318 0.0579 0.1891
H 2.83366 -1.76621 2.46427 -0.1403 -0.4555 -0.2434
H 1.78046 -3.21480 2.55996 0.4039 0.1470 -0.2072
H -1.44286 4.14422 -1.65298 0.0886 0.1443 0.0516
H -1.29834 4.00940 0.11849 0.0619 -0.3062 -0.2196
H 0.12983 3.74125 -0.89272 -0.3227 -0.0623 0.0646
H -3.26134 2.89251 -1.94952 0.2323 -0.2753 0.1293
H -3.37107 1.07811 -1.84550 -0.6593 0.2024 -0.0274
H -3.62487 2.06310 -0.36440 0.1411 0.0286 -0.7121
C -1.20432 -0.21412 2.34554 -2.5043 -0.4424 0.5879
C -2.37580 -0.42095 2.77219 3.0184 1.2316 -0.8425
C -3.71394 -0.56685 3.27479 -0.5834 -0.4683 0.6812
C -4.34600 -1.82010 3.04463 -0.5817 0.5175 0.6008
C -5.61583 -2.09307 3.58472 0.5868 0.8327 0.1713
C -6.25274 -1.12464 4.38108 0.2022 0.2036 -0.0938
C -5.65725 0.13488 4.62235 0.6339 -0.6870 -0.5706
C -4.37961 0.41645 4.08394 -0.3382 -0.9203 -0.2286
H -3.79996 -2.59438 2.50492 -0.1776 0.3217 0.0016
H -6.08267 -3.06027 3.40995 0.0690 0.1911 0.0814
H -7.21264 -1.36536 4.84742 0.2777 0.1547 -0.2342
H -6.18168 0.86956 5.24587 0.3327 -0.3135 -0.2771
H -3.87767 1.35680 4.33353 -0.1568 -0.3812 -0.2821
```
Positions in Å, forces in eV/Å.

---

No. 4
ORCA calculation (the ωB97M-V functional and the def2-TZVPD basis) on a molecular structure, C19H31N3NiO4S4.

Summary:
charge = +2
E_tot = -4308.2941 a.u.
energy relative to the best compared isomer or geometry (same formula, charge and spin) = 0.0 kcal/mol
highest occupied orbital energy (spin up / spin down) = -13.88 / -13.88 eV
orbital gap (spin up / spin down) = 7.64 / 7.62 eV

Structure (XYZ):
```
62
Properties=species:S:1:pos:R:3:forces:R:3
Ni 0.41729 -1.23108 -0.99540 -0.1332 -0.3914 -0.0983
C 1.83465 -4.05728 0.34619 0.0211 0.0600 -0.0237
C 2.92795 -3.17044 -0.26146 -0.0263 -0.0256 -0.0052
S 2.50597 -1.38769 -0.38740 0.1665 -0.0019 0.2778
C 3.31423 -0.86731 -1.92695 0.0354 0.0125 -0.0320
C 2.73437 -1.50919 -3.18447 0.0015 0.0484 0.0890
S 0.99328 -1.98147 -2.93409 0.0998 -0.1480 -0.3876
C -0.03485 -0.88546 -3.94293 -0.0555 0.0617 0.0860
C -1.46193 -1.32521 -3.60938 0.0195 0.0701 -0.0356
S -1.68755 -1.56583 -1.80263 0.0480 -0.0526 0.1939
C -1.71350 -3.40683 -1.65102 0.0724 0.0177 0.0086
C -0.95978 -3.89322 -0.40205 -0.0205 0.0277 -0.0587
S 0.62282 -4.67740 -0.85952 0.0520 0.0557 -0.0004
H 1.32291 -3.57608 1.17918 -0.0058 0.0144 -0.0262
H 2.33787 -4.93825 0.74340 0.0000 -0.0027 0.0193
H 3.20692 -3.52651 -1.25356 -0.0205 0.0114 -0.0040
H 3.81540 -3.18755 0.37143 0.0033 -0.0097 -0.0077
H 4.38557 -1.05073 -1.83809 -0.0108 -0.0136 -0.0138
H 3.16884 0.21339 -1.93954 0.0016 -0.0096 -0.0093
H 3.24563 -2.43262 -3.44923 0.0221 -0.0025 0.0305
H 2.80714 -0.83742 -4.03903 -0.0191 -0.0208 -0.0127
H 0.19315 -1.01952 -4.99947 -0.0156 -0.0528 -0.0069
H 0.13861 0.14934 -3.65461 -0.0100 0.0105 -0.0192
H -1.71627 -2.26775 -4.09098 0.0209 -0.0050 -0.0134
H -2.18319 -0.58183 -3.94348 0.0016 0.0149 0.0398
H -1.25463 -3.78899 -2.56258 -0.0207 -0.0646 0.0255
H -2.75532 -3.71837 -1.64000 -0.0453 0.1039 0.0400
H -1.57387 -4.60601 0.14366 0.0035 -0.0988 -0.0805
H -0.74082 -3.08916 0.29455 -0.0827 0.0432 0.1205
N -0.75261 3.67203 0.72086 -0.0225 -0.0966 -0.0642
C 0.52339 3.71703 -0.06949 0.0082 -0.0413 0.0163
C 0.81270 2.31983 -0.61268 -0.0479 -0.0293 0.0595
N -0.28537 1.71648 -1.36252 -0.1848 0.2551 -0.2202
C -1.57810 1.83809 -0.68145 0.0341 -0.0552 -0.0064
C -1.89037 3.23281 -0.15603 0.0071 -0.0085 0.0183
H -0.94917 4.57878 1.14470 -0.0095 0.0707 0.0131
H -0.64819 3.00227 1.50054 0.0240 0.0542 0.0037
H 1.31990 4.06564 0.58587 0.0013 -0.0068 0.0106
H 0.37262 4.44699 -0.86431 0.0034 0.0171 0.0029
H 1.04184 1.65523 0.22076 0.0090 -0.0255 0.0088
H 1.69917 2.37817 -1.24401 -0.0059 0.0120 -0.0150
H -0.35531 2.13611 -2.28316 0.0527 0.1174 0.0000
H -1.58771 1.13112 0.14864 0.0167 -0.0208 0.0259
H -2.37336 1.54524 -1.36612 -0.0079 -0.0060 0.0015
H -2.79977 3.23763 0.44211 -0.0099 -0.0047 0.0000
H -1.98137 3.97366 -0.95025 0.0055 0.0106 0.0057
O -0.08250 -2.10886 2.11488 -0.0204 0.2119 -0.0525
C -0.19449 -0.93744 1.80542 0.0683 -0.2099 -0.0057
O -0.08029 -0.44299 0.60462 -0.0220 0.1172 0.0635
C -0.52417 0.14249 2.80113 -0.0269 0.0533 0.0173
C -1.65708 0.04194 3.59409 -0.0220 0.0153 -0.0067
C -2.03778 1.10741 4.40545 -0.0014 0.0037 -0.0049
C -1.25701 2.24403 4.40835 0.0343 0.0479 0.0169
C -0.06915 2.33691 3.69575 -0.0532 -0.0159 0.0695
C 0.28821 1.27637 2.88212 0.0423 -0.0638 0.0226
N -1.69951 3.42807 5.18060 -0.0365 0.0356 -0.0338
O -2.53557 3.25964 6.03391 0.1147 0.0258 -0.0841
O -1.20139 4.49492 4.86117 -0.0665 -0.1417 0.0431
H -2.25537 -0.85975 3.56589 0.0119 0.0132 -0.0021
H -2.93011 1.06892 5.01466 0.0042 -0.0028 -0.0008
H 0.55080 3.21634 3.80773 0.0097 0.0046 0.0004
H 1.22622 1.30138 2.34019 -0.0135 0.0110 0.0013
```
Positions in Å, forces in eV/Å.

---

> The highest E_tot belongs to which entry?

C19H30N3OPSiW

---

> Which formula does entry 3 have?

C19H30NO2P2Yb